# 1
Density functional theory data (ωB97M-V/def2-TZVPD) for C11H13Br9F6O4 as an isolated structure.

ORCA input file:
```
! RIJCOSX wB97M-V def2-TZVPD def2/J DEFGRID3
* xyz 0 1
C 10.98 10.52 9.85
C 9.52 10.34 10.35
O 9.15 9.00 10.48
C 7.87 8.65 10.35
O 6.90 9.32 10.18
C 7.76 7.06 10.49
F 7.81 6.59 9.26
F 8.63 6.38 11.20
F 6.58 6.83 10.97
H 11.69 9.90 10.41
H 11.24 11.54 10.06
H 11.15 10.27 8.81
H 8.86 10.93 9.66
H 9.50 10.90 11.29
C 11.02 16.79 5.30
C 10.46 17.44 6.55
O 9.19 18.06 6.40
C 8.07 17.35 6.35
O 7.99 16.11 6.27
C 6.89 18.27 6.59
F 5.74 17.77 6.11
F 6.71 18.29 7.91
F 7.01 19.56 6.20
H 11.09 17.52 4.48
H 10.36 16.04 4.90
H 12.03 16.35 5.43
H 11.15 18.20 6.85
H 10.37 16.75 7.37
C 15.78 11.60 9.65
Br 14.11 11.35 10.57
Br 15.76 13.31 8.80
Br 16.11 10.19 8.37
H 16.53 11.51 10.39
C 12.61 15.24 9.34
Br 13.42 16.39 8.10
Br 11.54 13.91 8.48
Br 11.59 16.21 10.63
H 13.36 14.77 9.95
C 16.38 15.87 11.93
Br 15.62 17.59 11.52
Br 15.08 14.64 12.69
Br 17.81 16.06 13.16
H 16.80 15.48 11.01
*
```

## Properties
Energy relative to the best compared isomer or geometry (same formula, charge and spin) = 24.7 kcal per mole
LUMO energy = -0.368 eV
Orbital gap = 10.18 eV

Okay, here come the Mulliken numbers, in e, for every atom: number 1, C, carries -0.81; number 2, C, carries -0.42; number 3, O, carries -0.21; number 4, C, carries 0.31; number 5, O, carries -0.49; number 6, C, carries 0.92; number 7, F, carries -0.26; number 8, F, carries -0.24; number 9, F, carries -0.24; number 10, H, carries 0.32; number 11, H, carries 0.09; number 12, H, carries 0.39; number 13, H, carries 0.32; number 14, H, carries 0.25; number 15, C, carries -1.11; number 16, C, carries -0.07; number 17, O, carries -0.34; number 18, C, carries 0.38; number 19, O, carries -0.54; number 20, C, carries 0.85; number 21, F, carries -0.24; number 22, F, carries -0.25; number 23, F, carries -0.24; number 24, H, carries 0.35; number 25, H, carries 0.31; number 26, H, carries 0.28; number 27, H, carries 0.32; number 28, H, carries 0.28; number 29, C, carries -0.30; number 30, Br, carries 0.03; number 31, Br, carries -0.02; number 32, Br, carries -0.04; number 33, H, carries 0.37; number 34, C, carries 0.15; number 35, Br, carries 0.01; number 36, Br, carries 0.06; number 37, Br, carries -0.01; number 38, H, carries -0.16; number 39, C, carries -0.22; number 40, Br, carries -0.01; number 41, Br, carries -0.02; number 42, Br, carries -0.04; number 43, H, carries 0.28

# 2
Density functional theory data (ωB97M-V/def2-TZVPD) for a 6-piece molecular cluster, C16H28Br8O6 overall.

ORCA input file:
```
! RIJCOSX wB97M-V def2-TZVPD def2/J DEFGRID3
* xyz 1 2
Br -0.41 2.89 0.43
C 1.01 1.56 0.59
C 0.85 0.44 -0.43
Br 1.09 1.06 -2.21
H 0.93 1.20 1.62
H 1.98 2.07 0.62
H -0.06 -0.17 -0.45
H 1.68 -0.26 -0.30
Br 6.43 -0.66 -4.06
C 5.86 -0.38 -2.20
C 5.29 1.04 -1.99
Br 4.47 1.46 -0.17
H 6.74 -0.64 -1.61
H 5.21 -1.23 -1.97
H 4.52 1.13 -2.75
H 6.21 1.55 -2.25
Br -2.54 1.19 6.70
C -2.72 0.42 4.89
C -1.22 0.28 4.58
Br -0.98 -0.32 2.66
H -3.13 1.14 4.17
H -3.14 -0.58 4.89
H -0.70 -0.49 5.15
H -0.74 1.26 4.63
Br -4.26 3.58 2.19
C -2.55 4.45 2.90
C -2.93 5.88 3.55
Br -1.28 6.91 4.29
H -1.84 4.67 2.10
H -2.12 3.72 3.59
H -3.75 5.95 4.26
H -3.21 6.48 2.68
C -3.39 0.25 -0.44
C -4.61 0.94 -1.15
C -5.70 0.03 -1.86
O -6.86 0.72 -1.58
C -6.73 1.31 -0.37
O -7.69 1.52 0.36
O -5.45 1.49 -0.12
H -2.66 0.90 0.05
H -2.76 -0.37 -1.08
H -3.76 -0.49 0.27
H -4.39 1.74 -1.86
H -5.81 -0.99 -1.48
H -5.56 -0.06 -2.94
C 4.08 -6.32 -2.22
C 4.53 -4.98 -2.77
C 3.61 -4.20 -3.80
O 2.86 -3.43 -2.85
C 3.48 -3.36 -1.63
O 3.08 -2.70 -0.73
O 4.51 -4.11 -1.61
H 3.02 -6.33 -2.45
H 4.29 -6.50 -1.17
H 4.54 -7.22 -2.63
H 5.54 -5.04 -3.18
H 3.03 -4.90 -4.41
H 4.11 -3.48 -4.44
*
```

## Properties
⟨S²⟩ = 0.755
LUMO energy (alpha / beta) = -3.269 / -9.475 eV
Orbital gap (alpha / beta) = 9.19 / 2.98 eV

Okay, here come the Mulliken numbers, in e, for every atom: number 1, Br, carries 0.31; number 2, C, carries -0.44; number 3, C, carries -0.16; number 4, Br, carries 0.08; number 5, H, carries 0.27; number 6, H, carries 0.21; number 7, H, carries 0.23; number 8, H, carries 0.29; number 9, Br, carries -0.11; number 10, C, carries -0.20; number 11, C, carries -0.51; number 12, Br, carries -0.13; number 13, H, carries 0.41; number 14, H, carries -0.11; number 15, H, carries 0.35; number 16, H, carries 0.40; number 17, Br, carries -0.12; number 18, C, carries -0.44; number 19, C, carries -0.81; number 20, Br, carries -0.13; number 21, H, carries 0.27; number 22, H, carries 0.44; number 23, H, carries 0.48; number 24, H, carries 0.45; number 25, Br, carries -0.09; number 26, C, carries -0.32; number 27, C, carries -0.74; number 28, Br, carries -0.19; number 29, H, carries 0.19; number 30, H, carries 0.29; number 31, H, carries 0.45; number 32, H, carries 0.37; number 33, C, carries -0.94; number 34, C, carries 0.20; number 35, C, carries -0.50; number 36, O, carries -0.34; number 37, C, carries 0.57; number 38, O, carries -0.55; number 39, O, carries -0.13; number 40, H, carries 0.01; number 41, H, carries 0.43; number 42, H, carries 0.35; number 43, H, carries 0.29; number 44, H, carries 0.29; number 45, H, carries 0.33; number 46, C, carries -1.27; number 47, C, carries 0.36; number 48, C, carries -0.46; number 49, O, carries -0.36; number 50, C, carries 0.69; number 51, O, carries -0.56; number 52, O, carries -0.36; number 53, H, carries 0.34; number 54, H, carries 0.29; number 55, H, carries 0.37; number 56, H, carries 0.37; number 57, H, carries 0.33; number 58, H, carries 0.27

# 3
Density functional theory data (ωB97M-V/def2-TZVPD) for one molecule with the formula C5H6O2.

ORCA input file:
```
! RIJCOSX wB97M-V def2-TZVPD def2/J DEFGRID3
* xyz 0 1
O -0.10 -2.33 -1.87
C -0.61 -2.17 -0.57
C -0.61 -0.78 -0.11
C -0.60 0.37 0.26
C -0.15 1.58 0.90
C 1.23 1.94 0.57
O 0.13 2.78 0.20
H 0.80 -1.96 -1.89
H -0.05 -2.78 0.16
H -1.64 -2.54 -0.59
H -0.52 1.78 1.91
H 1.68 1.46 -0.29
H 1.91 2.18 1.38
*
```

## Properties
Energy relative to the best compared isomer or geometry (same formula, charge and spin) = 85.0 kcal per mole
LUMO energy = 0.707 eV
Orbital gap = 10.34 eV
SMILES = OCC#C[C@H]1CO1

Okay, here come the Mulliken numbers, in e, for every atom: number 1, O, carries -0.52; number 2, C, carries -0.61; number 3, C, carries 0.28; number 4, C, carries -0.21; number 5, C, carries 0.16; number 6, C, carries -0.46; number 7, O, carries -0.41; number 8, H, carries 0.32; number 9, H, carries 0.27; number 10, H, carries 0.29; number 11, H, carries 0.39; number 12, H, carries 0.26; number 13, H, carries 0.25

# 4
Density functional theory data (ωB97M-V/def2-TZVPD) for C42H59BCl2N7O3Re as an isolated structure.

ORCA input file:
```
! RIJCOSX wB97M-V def2-TZVPD def2/J DEFGRID3
* xyz 1 2
Re -0.33 -0.99 0.27
C -2.85 -4.68 -0.76
C -3.03 -3.18 -0.53
C -4.51 -2.82 -0.36
C -2.42 -2.38 -1.65
C -2.75 -2.32 -3.00
C -1.86 -1.41 -3.57
C -1.73 -1.01 -5.00
C -3.05 -1.16 -5.75
C -0.64 -1.87 -5.67
N -1.04 -0.97 -2.59
N -1.39 -1.56 -1.43
B 0.11 0.09 -2.66
N -0.34 1.27 -1.76
N -0.85 0.85 -0.58
C -1.53 1.85 -0.02
C -1.40 2.96 -0.84
C -0.64 2.57 -1.94
C -0.24 3.53 -3.03
C 0.51 2.98 -4.23
C -1.49 4.27 -3.52
C -2.41 1.71 1.19
C -1.76 2.31 2.44
C -2.84 0.27 1.45
N 1.36 -0.59 -2.06
N 1.17 -1.47 -1.06
C 2.23 -2.28 -0.98
C 3.17 -1.85 -1.92
C 2.59 -0.77 -2.57
C 3.22 0.17 -3.54
C 3.65 1.40 -2.73
C 4.41 -0.44 -4.26
C 2.24 -3.56 -0.20
C 1.98 -4.69 -1.21
C 3.55 -3.77 0.54
H -3.31 -5.23 0.06
H -1.80 -4.93 -0.80
H -3.32 -4.99 -1.69
H -2.49 -2.91 0.38
H -5.08 -3.13 -1.22
H -4.64 -1.75 -0.23
H -4.90 -3.33 0.52
H -3.53 -2.85 -3.50
H -1.42 0.04 -5.05
H -3.34 -2.21 -5.82
H -2.95 -0.76 -6.76
H -3.84 -0.61 -5.24
H -0.92 -2.92 -5.63
H 0.32 -1.74 -5.18
H -0.54 -1.59 -6.72
H 0.30 0.41 -3.77
H -1.83 3.93 -0.66
H 0.41 4.26 -2.54
H -0.13 2.31 -4.81
H 1.41 2.45 -3.93
H 0.80 3.81 -4.87
H -2.21 3.57 -3.92
H -1.22 4.98 -4.29
H -1.98 4.83 -2.72
H -3.32 2.30 0.97
H -0.87 1.75 2.69
H -2.45 2.27 3.28
H -1.49 3.36 2.27
H -1.99 -0.35 1.80
H -3.29 -0.16 0.56
H -3.58 0.24 2.25
H 4.13 -2.28 -2.10
H 2.47 0.47 -4.28
H 4.47 1.14 -2.07
H 2.83 1.77 -2.12
H 3.99 2.19 -3.40
H 5.21 -0.67 -3.56
H 4.80 0.26 -4.99
H 4.13 -1.35 -4.78
H 1.41 -3.54 0.50
H 2.78 -4.74 -1.94
H 1.04 -4.52 -1.73
H 1.93 -5.64 -0.69
H 4.38 -3.83 -0.15
H 3.52 -4.71 1.10
H 3.74 -2.96 1.24
C 0.36 -2.75 2.68
O -0.20 -2.57 1.43
H 0.28 -3.80 2.97
H -0.15 -2.14 3.43
H 1.42 -2.47 2.68
Cl -0.35 5.60 5.11
C -1.10 4.23 5.85
C -2.19 4.42 6.68
C -2.81 3.33 7.26
C -2.35 2.05 6.98
C -1.26 1.86 6.15
Cl -0.79 0.25 5.75
C -0.58 2.96 5.59
N 0.49 2.83 4.74
C 1.54 1.93 4.88
C 1.89 1.48 6.16
C 2.94 0.61 6.34
C 3.67 0.17 5.24
C 3.35 0.63 3.98
C 2.30 1.52 3.77
C 2.03 1.99 2.38
C 1.53 0.91 1.41
O 1.91 0.91 0.24
O 0.66 0.08 1.85
H -2.55 5.42 6.87
H -3.66 3.47 7.91
H -2.86 1.19 7.39
H 0.65 3.65 4.17
H 1.35 1.87 7.01
H 3.19 0.27 7.34
H 4.49 -0.52 5.38
H 3.93 0.32 3.13
H 2.95 2.40 1.95
H 1.26 2.77 2.36
*
```

## Properties
⟨S²⟩ = 0.755
LUMO energy (alpha / beta) = -4.801 / -4.418 eV
Orbital gap (alpha / beta) = 4.88 / 5.27 eV

Mulliken population analysis, charges in e, atoms 1 to 99: number 1, Re, carries 1.97; number 2, C, carries -1.63; number 3, C, carries 1.45; number 4, C, carries -1.64; number 5, C, carries -0.70; number 6, C, carries -0.40; number 7, C, carries -0.42; number 8, C, carries 1.20; number 9, C, carries -1.78; number 10, C, carries -1.28; number 11, N, carries 0.67; number 12, N, carries -0.42; number 13, B, carries 1.28; number 14, N, carries 1.02; number 15, N, carries 0.17; number 16, C, carries -1.03; number 17, C, carries -1.33; number 18, C, carries 0.32; number 19, C, carries 0.70; number 20, C, carries -1.34; number 21, C, carries -1.50; number 22, C, carries 0.71; number 23, C, carries -1.44; number 24, C, carries -2.00; number 25, N, carries 0.68; number 26, N, carries 0.23; number 27, C, carries -0.15; number 28, C, carries -1.23; number 29, C, carries 0.02; number 30, C, carries 0.99; number 31, C, carries -1.32; number 32, C, carries -1.88; number 33, C, carries 1.37; number 34, C, carries -1.57; number 35, C, carries -1.74; number 36, H, carries 0.46; number 37, H, carries 0.32; number 38, H, carries 0.34; number 39, H, carries -0.33; number 40, H, carries 0.37; number 41, H, carries 0.37; number 42, H, carries 0.44; number 43, H, carries 0.57; number 44, H, carries -0.32; number 45, H, carries 0.31; number 46, H, carries 0.48; number 47, H, carries 0.40; number 48, H, carries 0.36; number 49, H, carries 0.19; number 50, H, carries 0.43; number 51, H, carries -0.55; number 52, H, carries 0.62; number 53, H, carries 0.41; number 54, H, carries 0.18; number 55, H, carries -0.02; number 56, H, carries 0.54; number 57, H, carries 0.36; number 58, H, carries 0.45; number 59, H, carries 0.38; number 60, H, carries 0.84; number 61, H, carries -0.04; number 62, H, carries 0.58; number 63, H, carries 0.52; number 64, H, carries 0.23; number 65, H, carries 0.35; number 66, H, carries 0.64; number 67, H, carries 0.64; number 68, H, carries 0.21; number 69, H, carries 0.41; number 70, H, carries 0.21; number 71, H, carries 0.42; number 72, H, carries 0.32; number 73, H, carries 0.45; number 74, H, carries 0.43; number 75, H, carries -0.37; number 76, H, carries 0.35; number 77, H, carries 0.32; number 78, H, carries 0.45; number 79, H, carries 0.36; number 80, H, carries 0.44; number 81, H, carries 0.37; number 82, C, carries -0.67; number 83, O, carries -0.78; number 84, H, carries 0.29; number 85, H, carries 0.26; number 86, H, carries 0.19; number 87, Cl, carries -0.24; number 88, C, carries 0.53; number 89, C, carries -0.58; number 90, C, carries -0.53; number 91, C, carries -0.72; number 92, C, carries 1.23; number 93, Cl, carries -0.13; number 94, C, carries -1.09; number 95, N, carries 0.16; number 96, C, carries -0.46; number 97, C, carries 0.06; number 98, C, carries -0.72; number 99, C, carries -0.99

Number 1: calculated total energy -666494.0701 eV, M 1042.3 g mol⁻¹. Number 2: calculated total energy -589660.1205 eV, M 955.6 g mol⁻¹. Number 3: calculated total energy -9373.4085 eV, M 98.1 g mol⁻¹. Number 4: calculated total energy -88934.7142 eV, M 977.9 g mol⁻¹.